118
Properties=species:S:1:pos:R:3:forces:R:3:mulliken_charge:R:1 method="wB97M-V/def2-TZVPD" orbital_gap_ev=4.58 mol_weight_g_mol=1111.95 total_charge=-1
C 6.71869 -0.94902 0.59607 -1.814 0.756 0.450 -0.558
C 5.91258 -0.45641 -0.68704 1.346 -0.609 -0.882 0.563
O 6.46638 -0.52677 -1.79131 -1.717 0.577 2.272 -0.582
O 4.62245 0.02112 -0.45412 3.135 -0.170 -0.553 -0.260
C 4.22383 1.04573 -1.41077 -1.723 0.631 -0.226 -0.482
C 3.32117 2.10509 -0.58012 0.133 0.134 -2.240 0.108
C 1.84798 2.01528 -1.18400 -0.512 -0.284 1.736 -0.428
C 0.71087 2.50292 -0.15552 -0.470 -1.338 -0.682 -0.691
C -0.69739 1.93841 -0.73162 0.489 1.559 -0.204 -0.101
C -1.89400 2.98623 -0.58324 -0.757 -1.084 -0.950 -0.712
C -3.25768 2.12317 -0.75025 1.345 -0.275 0.515 -0.323
C -3.66622 1.44409 0.63698 -0.504 0.259 -0.905 -0.348
B -4.45330 0.01180 0.36715 -0.837 -0.384 1.173 1.045
O -3.78577 -1.01465 -0.46326 -0.191 -0.945 -1.885 -0.483
C -4.62499 -1.27965 -1.61249 -0.624 0.864 0.745 -0.355
C -6.11348 -1.03691 -0.98768 2.290 0.293 0.268 -0.330
O -5.83276 0.13063 -0.21000 -1.343 -0.126 -1.485 -0.716
H 6.31611 -0.33351 1.47275 0.698 -0.893 -1.054 -0.021
H 6.41388 -2.02062 0.79879 0.639 1.152 -0.275 0.257
H 7.83439 -0.79631 0.49567 -1.501 -0.348 -0.196 0.296
H 5.07973 1.54925 -1.94965 -0.652 -0.871 0.911 0.372
H 3.57362 0.51861 -2.19269 0.945 0.868 0.976 0.243
H 3.73084 3.13692 -0.86373 -0.449 -1.266 0.872 0.333
H 3.38437 1.92189 0.53330 -0.116 0.148 -1.403 -0.034
H 1.69579 2.56806 -2.16313 0.703 -0.877 1.786 0.222
H 1.63570 0.90036 -1.35882 0.192 1.479 0.088 0.300
H 0.70044 3.63497 -0.04496 0.014 -1.430 -0.026 0.265
H 0.83347 1.97170 0.85293 0.204 1.114 -1.196 0.188
H -0.53752 1.79898 -1.85714 -0.427 -0.150 1.551 -0.002
H -0.96427 0.95144 -0.23633 0.324 1.209 -0.688 0.247
H -1.85276 3.73131 -1.45526 0.254 -0.762 1.352 0.220
H -1.87955 3.52231 0.41456 0.005 -0.547 -1.134 0.332
H -2.97728 1.26053 -1.45455 -0.486 1.208 0.761 -0.039
H -4.07809 2.71319 -1.25927 0.758 -0.624 0.850 0.352
H -2.76057 1.22002 1.29957 -0.968 0.462 -0.943 0.012
H -4.36931 2.12959 1.21758 0.912 -0.690 -0.543 0.089
H -4.69082 -0.53596 1.42531 0.324 -0.151 0.980 -0.444
H -4.56777 -2.32488 -2.05234 0.479 1.005 0.618 0.212
H -4.30385 -0.47700 -2.36147 -1.013 -1.171 0.296 0.148
H -6.97693 -0.95496 -1.71936 1.024 0.306 0.755 0.281
H -6.29727 -1.93230 -0.30410 0.052 0.781 -0.649 0.108
C 5.67051 3.25633 4.58040 -0.461 -0.402 0.414 -0.278
C 5.52893 2.15034 3.54865 0.645 -0.278 0.116 -0.279
O 4.69236 2.70016 2.53103 -0.152 0.939 0.200 -0.181
S 4.96141 4.29483 2.42438 -0.052 -0.376 0.103 1.132
O 5.88320 4.52491 1.35342 -0.634 0.175 0.597 -0.573
O 3.70762 4.97231 2.52753 0.815 -0.317 -0.347 -0.556
O 5.76087 4.46723 3.82460 -0.038 -0.122 -0.820 -0.361
H 4.78454 3.31712 5.21779 0.076 -0.111 -0.045 0.264
H 6.55625 3.12900 5.20256 0.022 0.203 -0.174 0.325
H 5.08442 1.24723 3.96568 -0.155 0.277 -0.198 0.246
H 6.49501 1.90547 3.09676 0.025 0.044 0.050 0.267
C -4.20488 -3.91904 5.02390 -0.721 -0.267 -0.117 -0.093
C -3.82404 -4.23204 3.58697 0.368 -0.344 0.353 -0.148
O -3.64979 -2.96161 2.96605 0.022 0.618 0.713 -0.227
S -3.09229 -1.90691 4.05642 -0.804 -0.086 -0.706 0.864
O -1.66779 -1.82104 3.90763 -0.769 0.211 0.364 -0.550
O -3.94076 -0.75911 4.05348 0.975 -0.564 0.235 -0.409
O -3.41294 -2.78324 5.38456 0.566 0.174 -0.534 -0.363
H -5.25695 -3.63775 5.09982 0.123 -0.060 -0.033 0.150
H -4.00376 -4.75353 5.69632 0.235 0.197 0.027 0.315
H -4.58942 -4.80968 3.07074 0.020 0.271 -0.100 0.386
H -2.87196 -4.76537 3.53720 -0.097 -0.015 0.123 -0.041
C 0.83267 -0.95754 5.48849 -0.637 -0.272 0.254 -0.107
C 0.61229 0.22828 6.41076 -0.348 0.258 -0.669 -0.330
O 1.82309 0.33794 7.16715 0.854 -0.515 -0.206 -0.368
S 3.06635 -0.14398 6.24667 -1.016 -0.479 -0.098 0.955
O 3.68693 1.01786 5.68062 0.029 -0.735 0.423 -0.392
O 3.80236 -1.13745 6.96661 -0.085 0.918 -0.366 -0.587
O 2.20568 -0.87218 5.08716 0.750 0.863 0.634 -0.259
H 0.69100 -1.90272 6.01907 -0.026 0.050 -0.047 0.218
H 0.17827 -0.93016 4.61909 0.282 -0.010 -0.009 0.240
H -0.24291 0.08866 7.07048 0.259 -0.030 0.139 0.317
H 0.48451 1.15306 5.84138 -0.060 -0.073 0.009 0.331
C -8.49254 0.47896 3.61860 -0.240 0.597 0.084 -0.328
C -7.61322 0.75124 4.82743 0.641 0.232 -0.577 -0.125
O -7.89611 -0.31566 5.73766 -0.661 -0.682 -0.232 -0.340
S -8.24769 -1.65042 4.89037 0.135 0.721 -0.426 0.946
O -7.06364 -2.44746 4.80353 -0.952 0.029 0.145 -0.435
O -9.49881 -2.16628 5.35599 0.873 0.017 -0.065 -0.591
O -8.47782 -0.94036 3.45585 0.358 -0.477 0.840 -0.286
H -9.52488 0.79061 3.80219 0.032 -0.001 0.015 0.282
H -8.12020 0.96913 2.71897 0.100 -0.333 -0.027 0.344
H -7.82506 1.71573 5.28780 -0.121 -0.230 0.174 0.318
H -6.55304 0.69896 4.56401 -0.061 0.033 -0.075 0.122
C -2.65542 -5.92485 -0.10424 0.263 0.310 -0.658 -0.372
C -1.89420 -7.21237 -0.37466 -0.610 -0.245 -0.039 -0.366
O -0.82535 -7.21629 0.57252 -0.035 0.617 0.492 -0.313
S -1.31505 -6.47485 1.92878 -0.081 0.160 -0.415 1.099
O -1.73051 -7.47772 2.86348 0.289 0.771 -0.294 -0.575
O -0.36760 -5.45635 2.25403 -0.510 -0.891 0.074 -0.497
O -2.64310 -5.77264 1.31696 0.568 -0.826 0.296 -0.173
H -2.14605 -5.06332 -0.54345 -0.076 -0.029 0.002 0.311
H -3.67974 -5.96597 -0.47362 0.019 0.041 0.277 0.303
H -1.50662 -7.26047 -1.39149 0.212 0.057 0.191 0.321
H -2.51965 -8.08907 -0.18211 -0.009 0.039 -0.064 0.292
C 2.97925 1.53691 -6.43669 -0.124 -0.168 -0.274 -0.264
C 2.30128 2.84379 -6.82648 0.141 0.291 0.384 -0.195
O 0.96277 2.72830 -6.33427 -0.044 -0.772 0.526 -0.360
S 0.97207 1.83534 -4.97998 0.034 -0.001 -0.137 1.188
O 0.97895 2.72155 -3.85465 -0.425 -0.600 -1.366 -0.621
O 0.02150 0.77912 -5.12782 0.449 0.830 0.246 -0.631
O 2.46290 1.21984 -5.14134 -0.684 0.595 0.234 -0.355
H 2.70379 0.72957 -7.12058 0.007 0.059 0.001 0.219
H 4.06153 1.62660 -6.40190 -0.214 -0.066 0.439 0.391
H 2.30059 3.00980 -7.89621 -0.567 0.007 0.286 0.290
H 2.77208 3.69615 -6.32711 0.084 -0.049 -0.066 0.244
C 6.19403 1.25371 -11.02652 -0.001 -0.158 -0.621 -0.329
C 5.51953 2.55880 -11.41541 0.571 0.308 0.177 -0.345
O 4.18143 2.44157 -10.92910 -0.103 -0.744 0.454 -0.337
S 4.18540 1.54791 -9.57748 0.401 -0.045 -0.491 1.234
O 4.18382 2.43418 -8.45073 0.706 -0.756 -1.485 -0.546
O 3.23519 0.49233 -9.72976 0.403 0.887 0.348 -0.596
O 5.67598 0.93358 -9.73425 -0.618 0.610 0.218 -0.324
H 5.92089 0.44760 -11.71262 0.032 0.056 0.000 0.301
H 7.27930 1.34530 -10.98944 -0.119 -0.033 0.252 0.311
H 5.52414 2.72504 -12.49184 -0.274 -0.064 0.097 0.314
H 5.98829 3.41038 -10.91424 0.039 -0.048 -0.066 0.279